Density functional theory data (the ωB97M-V functional and the def2-TZVPD basis) for a structure of composition BrH2O2PS at a distorted geometry.

Results
- calculated total energy (eV) = -94293.379
- ΔE to the lowest compared entry with this formula, charge and spin (kJ/mol) = 285.0
- Kohn-Sham gap (eV) = 9.38
- E_LUMO (eV) = -0.815

Structure (ORCA input):
```
! wB97M-V def2-TZVPD RIJCOSX def2/J DEFGRID3
* xyz 0 1
O 1.652 -0.691 -1.993
O 0.073 0.012 1.420
P 1.942 -0.788 -0.597
S 2.085 -2.249 0.633
Br 2.695 1.049 0.124
H -0.476 1.164 1.339
H 1.026 0.300 1.445
*
```